# C22H24N4O6S

C22H24N4O6S as an isolated structure (ωB97M-V/def2-TZVPD, the OMol25 dataset).

Max |F|, eV/Å: 5.3
Total energy, eV: -52276.5655
Relative energy (zero: lowest compared OMol25 entry of this formula, charge and spin), kcal per mole: 210.7
LUMO, eV: -0.8
Total charge: 0

Element x y z (Å)
C -4.603 -2.161 1.199
C -3.079 -2.112 1.155
N -2.582 -0.690 1.172
C -3.120 -0.001 2.412
C -4.639 0.002 2.423
C -5.178 -0.737 1.187
C -4.642 -0.023 -0.063
C -3.116 0.010 -0.046
H -4.958 -2.723 0.327
H -4.924 -2.703 2.095
H -2.610 -2.616 2.006
H -2.687 -2.587 0.245
H -2.700 -0.544 3.268
H -2.696 1.011 2.407
H -4.994 -0.481 3.339
H -4.998 1.037 2.434
H -6.273 -0.754 1.187
H -4.973 -0.541 -0.970
H -5.019 1.004 -0.112
H -2.727 1.035 -0.026
H -2.688 -0.485 -0.929
C 5.532 4.250 -0.723
C 4.202 3.560 -0.617
C 3.331 3.570 -1.709
C 2.082 2.960 -1.634
C 1.706 2.288 -0.463
S 0.096 1.543 -0.388
O -0.603 1.884 0.828
O -0.541 1.656 -1.679
N 0.357 -0.171 -0.119
C 1.389 -0.902 -0.742
C 2.095 -0.609 -1.893
C 2.888 -1.635 -2.435
N 3.489 -1.434 -3.714
O 4.114 -2.380 -4.247
O 3.360 -0.319 -4.270
C 2.996 -2.899 -1.787
C 2.270 -3.164 -0.625
C 1.420 -2.174 -0.123
C 0.364 -2.148 0.885
N 0.208 -3.095 1.915
O 0.951 -4.104 1.937
O -0.658 -2.869 2.806
C -0.318 -0.950 0.768
C 2.560 2.290 0.648
C 3.806 2.909 0.557
H 6.102 4.139 0.202
H 6.124 3.837 -1.548
H 5.405 5.321 -0.924
H 3.632 4.069 -2.633
H 1.407 2.984 -2.487
H 2.012 0.345 -2.401
H 3.628 -3.656 -2.244
H 2.332 -4.126 -0.121
H -1.269 -0.616 1.290
H 2.248 1.807 1.571
H 4.487 2.898 1.410